[1]
C19H26AsClO3Re | the ωB97M-V functional and the def2-TZVPD basis

Its total charge is +2. As for the spin multiplicity: 4. Its HOMO-LUMO gap (spin up / spin down) is 5.61 / 5.42 eV. The value obtained for the highest occupied orbital energy (spin up / spin down) is -14.37 / -14.39 eV.

Element x y z (Å)
Re1 -1.46 0.53 -0.68
C1 -3.59 -2.09 -0.34
C2 -3.69 -0.68 0.19
C3 -4.01 0.41 -0.65
C4 -4.30 1.67 -0.12
C5 -4.30 1.86 1.26
C6 -3.98 0.80 2.10
C7 -3.66 -0.45 1.58
H1 -3.47 -2.11 -1.42
H2 -4.52 -2.62 -0.11
H3 -2.78 -2.65 0.12
H4 -4.19 0.22 -1.70
H5 -4.58 2.48 -0.78
H6 -4.57 2.82 1.67
H7 -4.00 0.94 3.17
H8 -3.43 -1.27 2.24
Cl1 -0.39 3.22 -0.88
C8 -0.37 3.56 0.88
C9 -0.61 2.29 1.70
O1 -0.22 2.15 2.80
O2 -1.31 1.36 1.00
H9 -1.15 4.29 1.09
H10 0.60 3.97 1.13
C10 -1.54 -0.89 -3.57
O3 -1.74 -0.22 -2.31
H11 -0.54 -0.69 -3.95
H12 -2.29 -0.55 -4.27
H13 -1.66 -1.96 -3.39
C11 1.02 -2.12 -0.44
As1 0.96 -0.20 -0.48
C12 1.93 0.33 -2.06
C13 2.01 0.44 1.05
C14 3.36 -0.22 1.01
C15 3.56 -1.41 1.69
C16 4.80 -2.04 1.65
C17 5.84 -1.48 0.92
C18 5.64 -0.29 0.24
C19 4.40 0.34 0.28
H14 2.07 -2.43 -0.48
H15 0.48 -2.52 -1.29
H16 0.57 -2.49 0.49
H17 2.85 -0.24 -2.10
H18 2.15 1.39 -1.99
H19 1.33 0.14 -2.95
H20 1.45 0.22 1.95
H21 2.09 1.53 0.93
H22 2.76 -1.84 2.29
H23 4.96 -2.96 2.20
H24 6.80 -1.97 0.89
H25 6.45 0.16 -0.32
H26 4.26 1.28 -0.23

[2]
C19H26Br24FN2O | the ωB97M-V functional and the def2-TZVPD basis

Its total charge is +1. Its HOMO-LUMO gap is 6.43 eV. The value obtained for the highest occupied orbital energy is -11.27 eV.

Element x y z (Å)
C1 3.82 -2.78 1.42
C2 3.09 -1.99 0.33
O1 1.69 -2.03 0.50
C3 1.05 -1.88 -0.77
C4 -0.43 -1.66 -0.58
C5 -0.74 -0.29 0.08
C6 -1.89 -0.42 1.11
C7 -3.24 0.02 0.47
C8 -4.30 -1.02 0.54
C9 -5.30 -0.99 1.49
C10 -6.18 -2.05 1.46
N1 -6.14 -3.05 0.61
N2 -5.23 -3.10 -0.35
C11 -4.39 -2.13 -0.34
F1 -3.47 -2.17 -1.29
H1 3.15 -3.18 2.18
H2 4.52 -2.11 1.93
H3 4.42 -3.60 1.02
H4 3.46 -0.95 0.35
H5 3.36 -2.42 -0.65
H6 1.52 -1.03 -1.28
H7 1.19 -2.81 -1.32
H8 -0.90 -1.68 -1.57
H9 -0.88 -2.49 -0.01
H10 0.18 0.04 0.58
H11 -0.97 0.46 -0.67
H12 -1.93 -1.42 1.54
H13 -1.66 0.27 1.92
H14 -3.10 0.29 -0.58
H15 -3.60 0.90 1.00
H16 -5.37 -0.19 2.21
H17 -6.97 -2.09 2.21
H18 -6.81 -3.81 0.66
C12 -1.16 1.68 -3.64
Br1 0.61 1.00 -3.97
Br2 -2.45 0.24 -3.46
Br3 -1.21 2.87 -2.13
H19 -1.45 2.25 -4.51
C13 7.47 -0.25 3.33
Br4 7.24 -2.15 3.16
Br5 9.23 0.32 2.77
Br6 6.08 0.72 2.39
H20 7.38 -0.01 4.38
C14 -3.55 6.38 -2.03
Br7 -2.43 6.07 -0.49
Br8 -2.70 5.80 -3.65
Br9 -5.30 5.60 -1.82
H21 -3.68 7.45 -2.11
C15 1.98 -2.48 -6.60
Br10 2.33 -1.66 -8.31
Br11 3.23 -1.89 -5.26
Br12 0.15 -2.22 -6.04
H22 2.12 -3.54 -6.72
C16 5.28 0.43 7.73
Br13 5.31 0.71 5.82
Br14 3.57 -0.24 8.32
Br15 6.73 -0.71 8.30
H23 5.43 1.39 8.20
C17 -1.34 9.49 -3.54
Br16 -0.99 10.37 -5.21
Br17 -0.14 10.07 -2.15
Br18 -3.19 9.68 -3.00
H24 -1.17 8.43 -3.69
C18 -0.63 0.92 5.24
Br19 0.89 0.40 4.19
Br20 -1.86 2.00 4.22
Br21 -1.52 -0.61 6.02
H25 -0.27 1.53 6.06
C19 0.60 -5.76 -3.31
Br22 -0.91 -4.57 -3.16
Br23 2.27 -4.86 -2.94
Br24 0.38 -7.32 -2.21
H26 0.64 -6.09 -4.33

[3]
C19H26Br3F2N2O | the ωB97M-V functional and the def2-TZVPD basis

Its total charge is +1. Its HOMO-LUMO gap is 7.87 eV. The value obtained for the highest occupied orbital energy is -10.81 eV.

Element x y z (Å)
C1 1.12 -1.02 2.80
C2 0.76 -2.37 3.50
F1 1.81 -3.29 3.21
C3 -0.61 -3.01 2.99
N1 -0.67 -2.79 1.53
C4 0.05 -3.39 0.47
C5 -0.47 -2.70 -0.68
C6 0.09 -3.12 -2.08
C7 -0.99 -3.23 -3.23
F2 1.21 -2.32 -2.43
N2 -1.44 -1.72 -0.33
C8 -2.15 -0.83 -1.25
C9 -2.15 0.69 -0.77
C10 -3.58 0.98 -0.16
O1 -1.10 0.97 0.15
C11 -0.72 2.35 0.15
C12 0.45 2.53 -0.90
C13 0.90 3.92 -1.18
C14 2.00 4.11 -2.13
C15 2.57 2.91 -2.76
C16 2.12 1.54 -2.51
C17 1.04 1.34 -1.53
C18 -1.52 -1.86 1.04
H1 1.39 -1.16 1.71
H2 1.98 -0.49 3.28
H3 0.26 -0.29 2.82
H4 0.74 -2.18 4.61
H5 -0.64 -4.11 3.21
H6 -1.47 -2.45 3.46
H7 0.83 -4.18 0.56
H8 0.50 -4.16 -1.94
H9 -0.71 -2.57 -4.09
H10 -1.00 -4.30 -3.60
H11 -2.03 -3.02 -2.86
H12 -3.21 -1.15 -1.43
H13 -1.64 -0.84 -2.26
H14 -2.07 1.36 -1.68
H15 -3.71 0.31 0.75
H16 -3.76 2.05 0.09
H17 -4.42 0.67 -0.86
H18 -0.26 2.55 1.16
H19 -1.56 3.07 0.03
H20 0.41 4.76 -0.63
H21 2.37 5.14 -2.33
H22 3.41 3.05 -3.48
H23 2.56 0.64 -3.02
H24 0.72 0.29 -1.33
H25 -2.21 -1.19 1.59
C19 3.07 3.63 2.49
Br1 3.69 5.46 2.37
Br2 1.87 3.38 3.99
Br3 2.26 3.04 0.82
H26 3.94 3.01 2.67